C23H22FeN4O3S2 | ωB97M-V/def2-TZVPD

Last column: Mulliken charge in e.
CARTESIAN COORDINATES (ANGSTROEM)
Fe (0.00, -0.35, 0.23)  0.11
C (3.69, -0.26, 2.58)  -1.76
C (2.61, 0.10, 1.61)  1.14
N (1.63, -0.72, 1.36)  1.23
N (1.65, -1.95, 2.01)  -0.84
C (0.51, -2.51, 2.11)  0.42
S (-1.03, -1.84, 1.54)  -0.21
S (0.44, -4.04, 2.99)  -0.09
C (-0.19, -3.29, 4.55)  -1.31
C (0.75, -2.27, 5.11)  0.66
C (0.41, -0.93, 5.07)  -0.18
C (1.28, 0.04, 5.56)  -0.73
C (2.50, -0.34, 6.10)  -0.52
C (2.85, -1.68, 6.15)  -0.63
C (1.98, -2.64, 5.65)  -0.18
C (2.67, 1.39, 0.92)  0.30
C (3.90, 2.08, 0.87)  -0.71
C (4.02, 3.29, 0.23)  -0.95
C (2.90, 3.88, -0.35)  -0.43
C (1.67, 3.25, -0.30)  -0.55
C (1.55, 2.01, 0.32)  0.67
O (0.35, 1.42, 0.33)  -1.03
H (3.40, -1.09, 3.21)  0.32
H (3.92, 0.61, 3.19)  0.49
H (4.60, -0.54, 2.03)  0.41
H (-0.36, -4.15, 5.20)  0.48
H (-1.16, -2.84, 4.34)  0.43
H (-0.55, -0.63, 4.65)  0.39
H (0.99, 1.09, 5.54)  0.43
H (3.17, 0.41, 6.50)  0.45
H (3.79, -1.98, 6.57)  0.40
H (2.26, -3.69, 5.68)  0.38
H (4.78, 1.63, 1.32)  0.44
H (4.98, 3.78, 0.19)  0.44
H (2.99, 4.84, -0.85)  0.45
H (0.79, 3.70, -0.73)  0.49
O (3.15, 3.77, -4.49)  -0.51
C (3.57, 2.50, -4.94)  -0.42
N (2.78, 1.56, -4.18)  -0.10
C (2.96, 0.24, -4.32)  0.31
O (3.77, -0.25, -5.08)  -0.62
C (2.09, -0.66, -3.48)  0.29
C (1.90, -1.98, -3.89)  -0.25
C (1.15, -2.84, -3.10)  -0.86
C (0.62, -2.36, -1.92)  -0.09
N (0.81, -1.09, -1.52)  0.13
C (1.53, -0.26, -2.29)  -0.09
H (3.59, 4.45, -5.00)  0.30
H (4.64, 2.33, -4.75)  0.31
H (3.38, 2.37, -6.01)  0.32
H (2.02, 1.96, -3.65)  0.23
H (2.37, -2.31, -4.81)  0.52
H (0.99, -3.86, -3.39)  0.44
H (0.03, -2.99, -1.26)  0.46
H (1.68, 0.74, -1.89)  0.22

Computed properties:
Total energy = -92363.3378 eV
Charge = +1
HOMO level (alpha / beta) = -11.350 / -11.355 eV
2S+1 = 6

=====

C23H22N4O2S | ωB97M-V/def2-TZVPD

Last column: Mulliken charge in e.
CARTESIAN COORDINATES (ANGSTROEM)
C (0.66, -3.40, 3.09)  -1.35
C (0.11, -2.24, 3.83)  -0.13
O (-0.56, -2.44, 4.98)  -0.37
C (-0.93, -1.24, 5.46)  -0.64
C (-0.52, -0.24, 4.63)  -0.62
C (0.16, -0.89, 3.55)  1.17
C (0.82, -0.30, 2.41)  0.58
N (1.89, -0.80, 1.85)  -0.87
N (2.24, 0.00, 0.83)  -0.37
C (1.38, 0.97, 0.78)  0.40
S (1.44, 2.29, -0.37)  -0.14
C (2.91, 1.77, -1.29)  -0.87
C (2.74, 0.60, -2.26)  0.78
O (3.73, 0.11, -2.76)  -0.67
N (1.46, 0.24, -2.50)  0.13
C (0.98, -0.79, -3.31)  0.19
C (1.81, -1.68, -3.97)  -0.34
C (1.26, -2.68, -4.76)  -0.63
C (-0.12, -2.80, -4.88)  -0.47
C (-0.95, -1.91, -4.22)  -0.53
C (-0.40, -0.91, -3.43)  0.01
N (0.44, 0.85, 1.76)  0.49
C (-0.76, 1.65, 1.95)  0.45
C (-0.38, 3.03, 2.48)  -1.93
C (-1.55, 1.64, 0.65)  -0.51
C (-1.81, 2.78, -0.10)  -0.01
C (-2.53, 2.68, -1.28)  -0.81
C (-3.00, 1.46, -1.72)  -0.32
C (-2.74, 0.32, -0.97)  -0.87
C (-2.02, 0.41, 0.20)  -0.33
H (1.24, -3.04, 2.25)  0.38
H (1.30, -3.99, 3.74)  0.32
H (-0.15, -4.04, 2.74)  0.30
H (-1.47, -1.22, 6.38)  0.46
H (-0.65, 0.81, 4.79)  0.51
H (3.68, 1.51, -0.56)  0.41
H (3.23, 2.65, -1.85)  0.52
H (0.75, 0.77, -2.02)  -0.24
H (2.88, -1.59, -3.88)  0.49
H (1.91, -3.37, -5.27)  0.38
H (-0.54, -3.58, -5.50)  0.38
H (-2.02, -1.99, -4.31)  0.39
H (-1.05, -0.21, -2.91)  0.21
H (-1.36, 1.13, 2.70)  0.73
H (-1.28, 3.62, 2.66)  0.47
H (0.25, 3.56, 1.77)  0.36
H (0.16, 2.93, 3.41)  0.43
H (-1.45, 3.74, 0.22)  0.41
H (-2.72, 3.58, -1.85)  0.40
H (-3.56, 1.39, -2.64)  0.42
H (-3.11, -0.64, -1.31)  0.43
H (-1.82, -0.48, 0.78)  0.42

Computed properties:
Energy relative to the best compared isomer or geometry (same formula, charge and spin) = 7.3 kcal/mol
Structure (SMILES) = Cc1occc1-c1nnc(SCC(=O)Nc2ccccc2)n1[C@@H](C)c1ccccc1
Total energy = -45099.0394 eV
Charge = 0
HOMO level = -8.163 eV
2S+1 = 1

=====

C23H22N6O3S | ωB97M-V/def2-TZVPD

Last column: Mulliken charge in e.
CARTESIAN COORDINATES (ANGSTROEM)
C (-4.73, -1.44, 2.25)  -0.64
O (-3.55, -2.03, 1.75)  -0.44
C (-2.42, -1.27, 1.68)  0.59
C (-2.38, 0.11, 1.83)  -0.32
C (-1.18, 0.78, 1.73)  -0.14
C (0.01, 0.09, 1.53)  -0.02
C (1.33, 0.79, 1.57)  -0.08
O (2.28, 0.33, 2.17)  -0.62
N (1.35, 1.98, 0.93)  0.09
C (2.53, 2.82, 0.93)  -0.89
C (3.50, 2.53, -0.23)  -0.78
C (4.12, 1.20, -0.04)  0.89
N (5.26, 0.93, 0.54)  -0.59
N (5.43, -0.39, 0.62)  -0.70
C (4.37, -0.96, 0.08)  0.59
C (3.96, -2.29, -0.09)  -0.66
C (2.78, -2.52, -0.72)  -0.55
C (2.02, -1.40, -1.19)  0.59
S (0.55, -1.70, -2.08)  -0.19
C (0.15, -0.02, -2.67)  -0.97
C (-0.87, 0.70, -1.80)  0.52
O (-0.62, 1.77, -1.28)  -0.78
N (-2.05, 0.05, -1.73)  0.18
C (-3.28, 0.48, -1.22)  0.72
C (-3.47, 1.76, -0.72)  -0.49
C (-4.73, 2.14, -0.29)  -0.73
C (-5.80, 1.26, -0.34)  -0.35
C (-5.60, -0.02, -0.84)  -0.93
C (-4.35, -0.41, -1.28)  -0.27
N (2.38, -0.16, -1.02)  -0.90
N (3.52, 0.04, -0.38)  0.54
C (-0.03, -1.30, 1.40)  -0.58
C (-1.23, -1.97, 1.44)  -0.88
H (-5.45, -2.25, 2.34)  0.26
H (-5.12, -0.67, 1.58)  0.12
H (-4.56, -1.00, 3.24)  0.36
H (-3.28, 0.67, 2.02)  0.46
H (-1.16, 1.85, 1.86)  0.44
H (0.63, 2.18, 0.25)  0.29
H (3.05, 2.65, 1.88)  0.44
H (2.20, 3.86, 0.88)  0.46
H (4.28, 3.29, -0.24)  0.40
H (2.95, 2.55, -1.17)  0.31
H (4.59, -3.09, 0.28)  0.47
H (2.38, -3.51, -0.88)  0.43
H (-0.24, -0.14, -3.68)  0.57
H (1.08, 0.54, -2.68)  0.42
H (-2.07, -0.89, -2.12)  0.26
H (-2.65, 2.45, -0.68)  0.46
H (-4.88, 3.14, 0.10)  0.40
H (-6.77, 1.57, 0.00)  0.42
H (-6.43, -0.71, -0.89)  0.38
H (-4.20, -1.41, -1.67)  0.33
H (0.89, -1.84, 1.28)  0.68
H (-1.28, -3.04, 1.33)  0.48

Computed properties:
Energy relative to the best compared isomer or geometry (same formula, charge and spin) = 0.0 kcal/mol
Structure (SMILES) = COc1ccc(C(=O)NCCc2nnc3ccc(SCC(=O)Nc4ccccc4)nn23)cc1
Total energy = -50126.6717 eV
Charge = 0
HOMO level = -8.495 eV
2S+1 = 1

=====

C23H22N6O5Sr | ωB97M-V/def2-TZVPD

Last column: Mulliken charge in e.
CARTESIAN COORDINATES (ANGSTROEM)
Sr (-0.77, -0.14, -0.87)  2.01
O (0.86, -0.28, 1.10)  -0.65
C (0.59, 0.79, 2.05)  3.15
C (-0.83, 1.43, 1.70)  0.44
O (-1.63, 1.58, 2.61)  -0.70
O (-0.96, 1.78, 0.49)  -1.10
C (1.56, 1.94, 1.89)  -0.68
C (2.42, 2.05, 0.81)  -0.12
C (3.26, 3.15, 0.69)  -1.06
C (3.24, 4.15, 1.65)  -0.32
C (2.36, 4.06, 2.72)  -1.00
C (1.53, 2.96, 2.84)  0.00
C (0.65, 0.11, 3.42)  -0.42
C (1.83, 0.11, 4.15)  -0.29
C (1.94, -0.62, 5.33)  -0.90
C (0.87, -1.37, 5.78)  -0.43
C (-0.31, -1.38, 5.05)  -0.92
C (-0.42, -0.65, 3.88)  -0.35
H (1.78, -0.24, 0.83)  0.37
H (2.43, 1.33, 0.00)  0.28
H (3.93, 3.23, -0.16)  0.45
H (3.89, 5.01, 1.55)  0.41
H (2.33, 4.84, 3.47)  0.40
H (0.84, 2.88, 3.68)  0.51
H (2.68, 0.69, 3.81)  0.40
H (2.87, -0.60, 5.88)  0.40
H (0.95, -1.94, 6.70)  0.39
H (-1.16, -1.96, 5.41)  0.40
H (-1.36, -0.63, 3.35)  0.44
O (-2.30, 1.17, -2.46)  -0.59
C (-2.29, 0.72, -3.81)  -0.45
C (-2.44, -0.78, -3.89)  0.67
C (-3.01, -1.32, -5.04)  -0.84
C (-3.10, -2.70, -5.16)  -0.27
C (-2.64, -3.50, -4.13)  -0.73
C (-2.10, -2.88, -3.02)  -0.51
N (-1.99, -1.55, -2.90)  0.15
H (-2.03, 2.09, -2.41)  0.30
H (-1.35, 0.99, -4.31)  0.28
H (-3.12, 1.17, -4.35)  0.38
H (-3.36, -0.67, -5.82)  0.40
H (-3.53, -3.14, -6.06)  0.41
H (-2.70, -4.57, -4.17)  0.40
H (-1.74, -3.46, -2.18)  0.44
N (-2.14, -2.76, 1.08)  -0.55
N (-2.62, -1.45, 0.71)  -0.38
H (-2.78, -3.21, 1.73)  0.26
H (-1.26, -2.63, 1.56)  0.27
H (-2.90, -0.90, 1.53)  0.22
H (-3.45, -1.59, 0.15)  0.27
O (1.23, 0.04, -2.04)  -0.33
N (2.45, -0.12, -2.41)  -0.80
C (2.64, -0.20, -3.70)  0.56
C (3.96, -0.37, -4.20)  0.05
N (5.02, -0.52, -4.63)  -0.45
C (1.53, -0.12, -4.60)  0.21
N (0.61, -0.05, -5.29)  -0.50

Computed properties:
Energy relative to the best compared isomer or geometry (same formula, charge and spin) = 16.3 kcal/mol
Total energy = -44222.4825 eV
Charge = 0
HOMO level = -8.709 eV
2S+1 = 1

=====

Question: What is the 2S+1 in the first record?
Answer: 6

=====

Question: Which value of charge does entry 1 give?
Answer: +1